(1)
Computed, not measured: C27H49CuNP2 as an isolated structure at a distorted geometry, with ωB97M-V/def2-TZVPD.

## Properties
Kohn-Sham gap (alpha / beta), Ha: 0.179 / 0.178
DFT total energy, eV: -93494.0906
Spin multiplicity: 2
Largest force on an atom, eV/A: 4.20

Geometry as XYZ:
```
80
C27H49CuNP2 ωB97M-V/def2-TZVPD
P -0.31972 -1.17585 -5.50593
P 0.14237 1.85206 -3.80031
C 0.04257 0.52315 -6.31090
C 0.98405 1.27352 -5.37403
H -0.89350 1.07784 -6.48808
H 0.46772 0.33057 -7.30901
H 1.84714 0.63879 -5.10126
H 1.39310 2.19462 -5.83914
C -0.70255 3.33012 -4.45683
H -0.61768 4.15253 -3.73730
H -1.76548 3.15071 -4.67064
H -0.22132 3.64252 -5.39435
C 1.56223 2.32836 -2.78777
H 2.10141 3.13127 -3.31295
H 2.28139 1.50993 -2.64371
H 1.25501 2.71290 -1.80338
C -1.38017 -2.16416 -6.64901
H -1.53206 -3.18057 -6.25559
H -0.83161 -2.27400 -7.59637
H -2.36982 -1.72704 -6.87237
C 1.25800 -1.89669 -6.34919
H 2.18870 -1.55059 -5.86407
H 1.26012 -1.56581 -7.40469
H 1.20855 -3.00410 -6.32351
Cu 0.76397 1.16026 0.00747
C -1.35438 0.58145 -3.61989
C -1.83665 -0.40078 -4.68030
C -2.90041 -1.40045 -4.17766
C -2.38793 -2.57619 -3.30226
C -0.95484 -2.78028 -3.24387
C 0.08370 -2.05924 -3.93371
C 0.42151 -1.01376 -2.79351
C -0.77681 -0.18621 -2.41047
C 1.86605 -0.39291 0.31223
H -2.21069 1.18985 -3.27950
H -2.31517 0.14609 -5.50664
H -3.45058 -1.81383 -5.04081
H -3.65232 -0.81029 -3.63019
H -2.81086 -2.44556 -2.27774
H -2.88329 -3.51681 -3.63142
H -0.62260 -3.39178 -2.38749
H 0.97497 -2.69005 -4.03915
H 1.24332 -0.36294 -3.10642
H 0.77299 -1.52335 -1.88846
H -1.55685 -0.83092 -2.00830
H -0.50027 0.50868 -1.58649
H 2.57245 -0.46638 -0.53513
H 1.29790 -1.33657 0.46027
H 2.39102 -0.13160 1.25793
C 2.30784 1.80032 5.45256
C 1.54534 2.59484 4.42193
C 1.31623 3.96447 4.61324
C 0.59593 4.71528 3.67272
C 0.39368 6.18733 3.91214
C 0.05620 4.07906 2.55585
C 0.23305 2.68627 2.33519
C 1.02538 1.97987 3.28290
N -0.39413 2.04862 1.26572
C -1.68077 1.40016 1.56821
C -1.62789 0.49979 2.79492
C -2.71666 2.47843 1.84762
C -2.11212 0.56782 0.37488
H 3.15678 2.37148 5.85802
H 1.65121 1.54122 6.29875
H 2.68968 0.86898 5.01543
H 1.71108 4.45061 5.51423
H -0.39691 6.36155 4.65857
H 1.31518 6.64857 4.29811
H 0.10255 6.68216 2.97877
H -0.52508 4.64761 1.82499
H 1.22560 0.91642 3.12331
H -1.40571 1.07355 3.69664
H -2.61015 0.04110 2.94294
H -0.88902 -0.29706 2.67705
H -2.71546 3.21415 1.03722
H -3.70395 2.01164 1.91950
H -2.50637 2.98080 2.79627
H -3.08075 0.10519 0.58790
H -2.22584 1.18345 -0.52135
H -1.41003 -0.24915 0.16749
```

Per-atom Mulliken charges, elementary charge units: number 1, P, carries 2.051; number 2, P, carries 1.179; number 3, C, carries -1.127; number 4, C, carries -1.237; number 5, H, carries 0.414; number 6, H, carries 0.642; number 7, H, carries 0.330; number 8, H, carries 0.747; number 9, C, carries -1.481; number 10, H, carries 0.480; number 11, H, carries 0.369; number 12, H, carries 0.428; number 13, C, carries -1.338; number 14, H, carries 0.509; number 15, H, carries 0.414; number 16, H, carries 0.331; number 17, C, carries -1.680; number 18, H, carries 0.380; number 19, H, carries 0.440; number 20, H, carries 0.395; number 21, C, carries -1.822; number 22, H, carries 0.423; number 23, H, carries 0.535; number 24, H, carries 0.452; number 25, Cu, carries -1.032; number 26, C, carries -0.562; number 27, C, carries -0.967; number 28, C, carries -1.209; number 29, C, carries -0.607; number 30, C, carries -1.616; number 31, C, carries 0.675; number 32, C, carries -2.026; number 33, C, carries 1.536; number 34, C, carries -0.889; number 35, H, carries 0.839; number 36, H, carries 0.423; number 37, H, carries 0.398; number 38, H, carries 0.477; number 39, H, carries 0.320; number 40, H, carries 0.458; number 41, H, carries 0.294; number 42, H, carries 0.796; number 43, H, carries 0.018; number 44, H, carries 0.667; number 45, H, carries 0.655; number 46, H, carries -1.185; number 47, H, carries 0.328; number 48, H, carries 0.113; number 49, H, carries 0.335; number 50, C, carries -1.565; number 51, C, carries 0.368; number 52, C, carries -0.590; number 53, C, carries 0.836; number 54, C, carries -1.513; number 55, C, carries -0.383; number 56, C, carries 0.202; number 57, C, carries 0.035; number 58, N, carries -0.070; number 59, C, carries 2.397; number 60, C, carries -1.848; number 61, C, carries -2.121; number 62, C, carries -2.161; number 63, H, carries 0.387; number 64, H, carries 0.279; number 65, H, carries 0.353; number 66, H, carries 0.359; number 67, H, carries 0.277; number 68, H, carries 0.382; number 69, H, carries 0.352; number 70, H, carries 0.279; number 71, H, carries 0.249; number 72, H, carries 0.426; number 73, H, carries 0.519; number 74, H, carries 0.237; number 75, H, carries 0.300; number 76, H, carries 0.534; number 77, H, carries 0.411; number 78, H, carries 0.504; number 79, H, carries 0.285; number 80, H, carries 0.204

(2)
Computed, not measured: a 5-piece molecular cluster, C27H49FIN5O6 overall at a distorted geometry, with ωB97M-V/def2-TZVPD.

## Properties
SMILES: CC[C@@H](I)N(C(=O)OCCc1ccccc1)[C@@H](F)CC.CNC(C)=O.CNC(C)=O.CNC(C)=O.CNC(C)=O
Kohn-Sham gap, Ha: 0.282
DFT total energy, eV: -59335.5232
Largest force on an atom, eV/A: 8.25

Geometry as XYZ:
```
89
C27H49FIN5O6 ωB97M-V/def2-TZVPD
C -2.01270 2.36559 5.97988
C -1.13482 1.32935 5.00715
C 0.41828 1.10205 5.58547
F 0.93862 2.46321 5.86344
N 1.15317 0.34230 4.50610
C 2.25861 1.14279 3.85867
O 3.39522 1.55034 4.42669
O 2.09630 1.50021 2.40979
C 2.58634 2.90588 2.21964
C 2.10965 3.36956 0.71701
C 0.52990 3.90254 0.65946
C 0.02360 4.41264 -0.84958
C -1.53121 4.91033 -0.99649
C -2.59328 4.93360 0.26601
C -2.05010 4.46847 1.75431
C -0.47768 3.93953 1.96567
C 1.58534 -1.03916 4.93396
I -0.17533 -2.35203 5.31859
C 2.58378 -1.09753 6.23060
C 3.26333 -2.62613 6.21328
H -1.46069 3.37528 6.19254
H -2.31827 1.85866 6.99104
H -3.03097 2.65674 5.43680
H -1.07722 1.86915 3.95709
H -1.73131 0.32850 4.89582
H 0.27624 0.43410 6.55616
H 2.17956 3.58109 3.08500
H 3.77899 2.86332 2.19638
H 2.12719 2.39702 0.03193
H 2.84379 4.14434 0.20851
H 0.79352 4.38662 -1.75920
H -1.88015 5.26268 -2.07081
H -3.70102 5.29234 0.11308
H -2.71840 4.45482 2.73772
H -0.10047 3.60193 3.02506
H 2.14759 -1.52704 4.02335
H 3.49102 -0.35911 6.20066
H 2.02716 -0.88425 7.26511
H 3.49400 -2.93274 5.08318
H 4.31540 -2.56304 6.73987
H 2.56451 -3.44017 6.68021
C 2.67639 0.30777 -2.58487
C 1.43588 0.96071 -3.13164
O 1.31208 2.18108 -3.19098
N 0.42792 0.15355 -3.57032
C 0.38011 -1.28929 -3.58524
H 3.38837 1.07802 -2.27581
H 2.42474 -0.30073 -1.71243
H 3.14585 -0.30764 -3.35656
H -0.37243 0.66550 -3.92347
H 0.23706 -1.61285 -4.61906
H -0.47829 -1.60598 -2.98792
H 1.28867 -1.74103 -3.18486
C -1.87843 -1.61335 2.26433
C -3.11894 -0.96041 1.71757
O -3.24273 0.25997 1.65822
N -4.12690 -1.76756 1.27888
C -4.17471 -3.21040 1.26397
H -1.16645 -0.84310 2.57339
H -2.13008 -2.22185 3.13677
H -1.40897 -2.22875 1.49264
H -4.92725 -1.25562 0.92573
H -4.31776 -3.53396 0.23015
H -5.03310 -3.52710 1.86129
H -3.26614 -3.66215 1.66434
C 3.39316 2.30591 -6.39902
C 3.91044 0.90208 -6.23833
O 4.04859 0.37907 -5.13582
N 4.23057 0.20485 -7.36585
C 4.14060 0.63739 -8.74030
H 3.18203 2.73209 -5.41438
H 4.14591 2.92744 -6.89077
H 2.46659 2.29865 -6.97872
H 4.57109 -0.73095 -7.17690
H 3.47269 -0.04769 -9.26803
H 5.13869 0.57616 -9.18074
H 3.76374 1.65682 -8.83309
C -2.51792 -4.82695 -3.27141
C -3.53239 -5.15702 -2.21025
O -3.21189 -5.37111 -1.04423
N -4.84503 -5.21547 -2.57563
C -5.42002 -4.99805 -3.88192
H -1.51766 -4.81706 -2.82969
H -2.54084 -5.58474 -4.05879
H -2.72176 -3.83738 -3.68834
H -5.46645 -5.44263 -1.80777
H -6.13235 -4.17302 -3.80548
H -5.95281 -5.90653 -4.17301
H -4.66733 -4.76048 -4.63483
```

Per-atom Mulliken charges, elementary charge units: number 1, C, carries -1.144; number 2, C, carries 0.055; number 3, C, carries 0.135; number 4, F, carries -0.380; number 5, N, carries 0.631; number 6, C, carries -0.025; number 7, O, carries -0.569; number 8, O, carries -0.195; number 9, C, carries -0.455; number 10, C, carries -0.222; number 11, C, carries 0.511; number 12, C, carries -0.307; number 13, C, carries -0.426; number 14, C, carries -0.441; number 15, C, carries -0.370; number 16, C, carries -0.069; number 17, C, carries -0.966; number 18, I, carries 0.047; number 19, C, carries -0.031; number 20, C, carries -0.914; number 21, H, carries 0.269; number 22, H, carries 0.329; number 23, H, carries 0.300; number 24, H, carries -0.003; number 25, H, carries 0.161; number 26, H, carries 0.253; number 27, H, carries 0.370; number 28, H, carries 0.273; number 29, H, carries -0.024; number 30, H, carries 0.384; number 31, H, carries 0.169; number 32, H, carries 0.249; number 33, H, carries 0.292; number 34, H, carries 0.225; number 35, H, carries 0.048; number 36, H, carries 0.515; number 37, H, carries 0.274; number 38, H, carries 0.247; number 39, H, carries 0.245; number 40, H, carries 0.319; number 41, H, carries 0.253; number 42, C, carries -1.444; number 43, C, carries 0.757; number 44, O, carries -0.641; number 45, N, carries -0.074; number 46, C, carries -0.883; number 47, H, carries 0.232; number 48, H, carries 0.435; number 49, H, carries 0.548; number 50, H, carries 0.226; number 51, H, carries 0.274; number 52, H, carries 0.307; number 53, H, carries 0.319; number 54, C, carries -0.749; number 55, C, carries 0.548; number 56, O, carries -0.674; number 57, N, carries -0.135; number 58, C, carries -0.625; number 59, H, carries 0.015; number 60, H, carries 0.210; number 61, H, carries 0.467; number 62, H, carries 0.249; number 63, H, carries 0.074; number 64, H, carries 0.271; number 65, H, carries 0.307; number 66, C, carries -1.221; number 67, C, carries 0.732; number 68, O, carries -0.656; number 69, N, carries -0.162; number 70, C, carries -0.838; number 71, H, carries 0.194; number 72, H, carries 0.420; number 73, H, carries 0.358; number 74, H, carries 0.242; number 75, H, carries 0.279; number 76, H, carries 0.285; number 77, H, carries 0.325; number 78, C, carries -1.322; number 79, C, carries 0.820; number 80, O, carries -0.652; number 81, N, carries -0.151; number 82, C, carries -0.851; number 83, H, carries 0.293; number 84, H, carries 0.386; number 85, H, carries 0.345; number 86, H, carries 0.246; number 87, H, carries 0.288; number 88, H, carries 0.286; number 89, H, carries 0.328